The following is a DFT calculation (ωB97M-V with the def2-TZVPD basis set) of a cluster of 3 separate species, C5H14N2O2 in total at a distorted geometry.

```
! RIJCOSX wB97M-V def2-TZVPD def2/J DEFGRID3
* xyz 0 1
C 1.934 -0.995 -0.751
C 1.000 0.423 1.115
N 2.647 -0.106 -1.509
O 1.009 -1.665 -1.289
H -0.002 -2.026 -0.311
H 2.445 -1.344 0.146
H 3.242 0.542 -1.017
H 2.157 0.282 -2.301
H 1.098 -0.240 1.979
H 1.981 0.862 0.916
H 0.384 1.285 1.392
C -1.470 1.349 -1.000
C -1.855 -0.162 1.601
N -1.297 -0.081 -0.804
C -1.079 -0.633 0.413
O -0.734 -1.895 0.440
H -0.747 -0.537 -1.526
H -2.331 1.715 -0.444
H -1.654 1.528 -2.058
H -0.574 1.896 -0.691
H -1.968 0.917 1.624
H -2.846 -0.623 1.573
H -1.342 -0.491 2.501
*
```

Relative energy (zero: lowest compared OMol25 entry of this formula, charge and spin)   81.71 kcal per mole
HOMO-LUMO gap   7.6657 eV
Largest force on an atom   1.2 eV Å⁻¹

The following is a DFT calculation (ωB97M-V with the def2-TZVPD basis set) of the molecule C4H4N2 at a distorted geometry.

```
! RIJCOSX wB97M-V def2-TZVPD def2/J DEFGRID3
* xyz 0 1
C -0.121 -0.162 1.055
C 0.433 1.030 0.802
N 0.390 1.300 -0.485
C 0.148 0.315 -1.374
N -0.262 -0.877 -1.262
C -0.401 -1.168 0.026
H -0.569 -0.392 1.922
H 0.686 1.618 1.600
H 0.365 0.649 -2.406
H -0.669 -2.314 0.123
*
```

Relative energy (zero: lowest compared OMol25 entry of this formula, charge and spin)   39.05 kcal per mole
SMILES string   c1cncnc1
HOMO-LUMO gap   10.1251 eV
Largest force on an atom   6.0 eV Å⁻¹

The following is a DFT calculation (ωB97M-V with the def2-TZVPD basis set) of a cluster of 3 separate species, C16H37INO12P in total at a distorted geometry.

```
! RIJCOSX wB97M-V def2-TZVPD def2/J DEFGRID3
* xyz 0 1
C -3.097 -5.911 4.240
C -2.650 -4.717 3.200
C -1.388 -5.092 2.224
I -1.912 -6.974 1.147
O -0.125 -5.383 2.920
P 0.449 -4.022 3.849
O -0.188 -2.629 3.449
O 0.172 -4.449 5.550
O 2.179 -3.931 3.590
C 2.563 -2.709 2.868
O 2.096 -2.693 1.443
N 1.782 -1.373 1.258
O 0.635 -1.257 0.856
H -4.245 -6.088 4.078
H -2.438 -6.877 4.192
H -2.981 -5.475 5.341
H -2.515 -3.744 3.837
H -3.576 -4.506 2.477
H -1.284 -4.282 1.356
H -0.109 -5.431 5.584
H 2.252 -1.702 3.427
H 3.750 -2.674 2.823
C 6.117 3.612 -4.015
O 5.451 3.444 -2.776
C 4.458 4.448 -2.556
C 3.472 3.994 -1.476
O 2.471 3.097 -1.978
C 2.915 1.760 -2.245
C 3.135 0.942 -0.971
O 4.403 1.255 -0.391
C 4.472 0.883 0.976
H 6.622 4.581 -4.053
H 6.862 2.818 -4.116
H 5.405 3.522 -4.842
H 3.916 4.655 -3.483
H 4.973 5.355 -2.222
H 2.922 4.875 -1.128
H 3.979 3.573 -0.606
H 3.793 1.758 -2.893
H 2.101 1.293 -2.810
H 3.140 -0.126 -1.217
H 2.329 1.147 -0.258
H 3.729 1.437 1.559
H 5.466 1.141 1.352
H 4.319 -0.193 1.091
C -6.438 3.087 -1.518
O -5.449 2.139 -1.158
C -5.685 0.860 -1.750
C -4.406 0.018 -1.731
O -3.501 0.354 -2.792
C -2.787 1.587 -2.629
C -1.669 1.492 -1.588
O -2.204 1.621 -0.270
C -1.323 1.110 0.718
H -7.426 2.756 -1.187
H -6.199 4.035 -1.029
H -6.433 3.247 -2.600
H -6.030 0.977 -2.782
H -6.460 0.361 -1.159
H -4.685 -1.026 -1.909
H -3.906 0.051 -0.760
H -3.468 2.415 -2.427
H -2.326 1.784 -3.603
H -0.959 2.313 -1.737
H -1.146 0.535 -1.696
H -1.157 0.039 0.562
H -1.788 1.247 1.697
H -0.371 1.648 0.699
*
```

SMILES string   CC[C@H](I)O[P@@](=O)(O)OCON=O.COCCOCCOC.COCCOCCOC
HOMO-LUMO gap   8.4217 eV
Largest force on an atom   5.9 eV Å⁻¹

The following is a DFT calculation (ωB97M-V with the def2-TZVPD basis set) of a structure of composition C67H51GeOP2STc at a distorted geometry.

```
! RIJCOSX wB97M-V def2-TZVPD def2/J DEFGRID3
* xyz 1 2
Tc 0.353 -0.266 0.135
O -1.574 1.616 -1.037
S -1.608 0.149 -0.954
C -3.170 -0.326 -0.217
C -4.217 0.562 -0.339
C -5.528 0.229 0.024
C -5.770 -1.051 0.448
C -7.045 -1.761 0.790
C -6.614 -3.191 1.195
C -5.117 -3.175 1.133
C -4.176 -4.114 1.465
C -2.828 -3.782 1.303
C -2.389 -2.580 0.763
P -0.584 -2.307 0.809
C 0.127 -3.628 -0.221
C -0.602 -4.369 -1.147
C 0.055 -5.259 -1.980
C 1.429 -5.420 -1.892
C 2.158 -4.680 -0.970
C 1.514 -3.772 -0.152
C -0.218 -2.717 2.552
C -0.420 -1.675 3.457
C -0.205 -1.872 4.806
C 0.227 -3.108 5.259
C 0.446 -4.139 4.362
C 0.223 -3.952 3.007
C -3.345 -1.600 0.381
C -4.690 -1.931 0.640
C -1.898 -0.353 -2.677
C -3.099 -0.892 -3.076
C -3.419 -1.118 -4.425
C -2.495 -0.781 -5.371
C -2.549 -0.828 -6.867
C -1.124 -0.453 -7.327
C -0.408 -0.066 -6.071
C 0.859 0.401 -5.857
C 1.270 0.590 -4.534
C 0.472 0.371 -3.421
P 1.355 0.607 -1.821
C 1.865 2.361 -1.829
C 2.820 2.892 -2.692
C 3.113 4.241 -2.656
C 2.478 5.073 -1.750
C 1.563 4.544 -0.855
C 1.256 3.196 -0.895
C 2.873 -0.342 -2.152
C 4.122 0.132 -1.771
C 5.251 -0.639 -1.987
C 5.136 -1.894 -2.563
C 3.888 -2.387 -2.906
C 2.760 -1.619 -2.696
C -0.869 -0.072 -3.617
C -1.241 -0.290 -4.962
H -4.007 1.539 -0.751
H -6.317 0.957 -0.077
H -7.720 -1.774 -0.067
H -7.566 -1.245 1.597
H -7.016 -3.930 0.497
H -6.974 -3.462 2.188
H -4.455 -5.074 1.866
H -2.083 -4.503 1.612
H -1.674 -4.248 -1.233
H -0.510 -5.826 -2.703
H 1.924 -6.125 -2.541
H 3.227 -4.803 -0.899
H 2.071 -3.147 0.536
H -0.727 -0.702 3.081
H -0.369 -1.065 5.503
H 0.407 -3.258 6.313
H 0.792 -5.097 4.721
H 0.413 -4.755 2.309
H -3.847 -1.148 -2.340
H -4.380 -1.527 -4.695
H -3.280 -0.103 -7.227
H -2.862 -1.807 -7.226
H -1.132 0.358 -8.053
H -0.623 -1.302 -7.798
H 1.535 0.597 -6.675
H 2.290 0.901 -4.377
H 3.356 2.263 -3.385
H 3.844 4.646 -3.338
H 2.707 6.127 -1.729
H 1.090 5.184 -0.127
H 0.534 2.786 -0.195
H 4.207 1.104 -1.308
H 6.224 -0.256 -1.711
H 6.014 -2.490 -2.751
H 3.789 -3.364 -3.352
H 1.788 -2.010 -2.967
C 1.855 -0.387 1.269
Ge 3.483 -0.691 2.266
C 3.109 -0.543 4.213
C 3.758 -1.355 5.132
C 3.564 -1.178 6.491
C 2.726 -0.174 6.945
C 2.066 0.637 6.035
C 2.257 0.450 4.677
C 4.612 0.819 1.655
C 3.990 1.907 1.056
C 4.727 2.997 0.630
C 6.102 3.008 0.797
C 6.730 1.933 1.403
C 5.987 0.847 1.832
C 4.284 -2.482 1.906
C 3.762 -3.575 2.587
C 4.257 -4.849 2.386
C 5.288 -5.045 1.483
C 5.811 -3.968 0.786
C 5.311 -2.694 0.997
H 4.422 -2.133 4.783
H 4.073 -1.822 7.193
H 2.588 -0.027 8.007
H 1.404 1.416 6.391
H 1.741 1.075 3.957
H 2.916 1.880 0.919
H 4.229 3.837 0.165
H 6.686 3.854 0.465
H 7.801 1.944 1.551
H 6.473 0.008 2.314
H 2.960 -3.408 3.291
H 3.843 -5.691 2.925
H 5.689 -6.035 1.329
H 6.623 -4.122 0.090
H 5.727 -1.851 0.461
*
```

Relative energy (zero: lowest compared OMol25 entry of this formula, charge and spin)   20.91 kcal per mole
HOMO-LUMO gap (spin up / spin down)   6.7268 / 6.4608 eV
Largest force on an atom   4.8 eV Å⁻¹

The following is a DFT calculation (ωB97M-V with the def2-TZVPD basis set) of a cluster of 2 separate species, C14H17N3O2 in total at a distorted geometry.

```
! RIJCOSX wB97M-V def2-TZVPD def2/J DEFGRID3
* xyz 0 1
N 3.526 -0.252 2.256
C 2.429 0.098 2.040
C 1.111 0.566 1.775
C 0.867 1.869 2.314
N 0.689 2.958 2.711
C 0.097 -0.229 1.305
C -1.289 0.112 1.598
C -1.805 1.377 1.267
C -3.107 1.727 1.613
C -3.915 0.832 2.326
C -3.408 -0.428 2.689
C -2.117 -0.796 2.304
H 0.275 -1.215 0.885
H -1.168 2.062 0.710
H -3.489 2.706 1.333
H -4.942 1.099 2.578
H -4.021 -1.126 3.266
H -1.700 -1.773 2.565
O 0.172 -2.589 -0.761
C -0.147 -2.438 -2.135
C -0.050 -0.983 -2.535
N 0.874 -0.218 -1.774
C 1.612 0.781 -2.473
C 3.025 0.991 -1.958
O 3.038 0.644 -0.582
H -0.002 -3.513 -0.512
H 0.578 -2.996 -2.737
H -1.168 -2.786 -2.308
H 0.271 -0.934 -3.585
H -1.051 -0.526 -2.504
H 1.183 -0.530 -0.861
H 1.661 0.487 -3.533
H 1.079 1.750 -2.441
H 3.694 0.329 -2.538
H 3.295 2.051 -2.080
H 3.901 0.892 -0.216
*
```

Relative energy (zero: lowest compared OMol25 entry of this formula, charge and spin)   102.27 kcal per mole
SMILES string   N#CC(C#N)=Cc1ccccc1.OCCNCCO
HOMO-LUMO gap   7.6534 eV
Largest force on an atom   3.2 eV Å⁻¹

The following is a DFT calculation (ωB97M-V with the def2-TZVPD basis set) of a structure of composition C31H26N16STe4W at a distorted geometry.

```
! RIJCOSX wB97M-V def2-TZVPD def2/J DEFGRID3
* xyz -2 1
W 1.711 -0.182 -0.047
Te 3.931 -1.645 0.017
Te 5.560 -3.731 0.700
Te 3.744 -2.853 4.114
Te 2.706 -1.034 2.363
N 1.491 -0.427 -3.833
C 2.530 0.282 -3.263
N 3.384 0.996 -3.976
N 4.273 1.454 -3.076
N 3.979 1.048 -1.901
N 2.853 0.286 -1.961
C 1.209 -1.672 -3.300
N 0.690 -2.688 -3.970
N 0.674 -3.689 -3.071
N 1.152 -3.281 -1.945
N 1.502 -1.985 -2.043
H 1.482 -0.391 -4.839
C -0.086 0.088 -1.084
C -1.312 0.185 -1.166
C -2.687 0.302 -1.148
C -3.449 -0.950 -1.228
C -2.876 -2.047 -1.893
C -3.514 -3.271 -1.933
C -4.747 -3.442 -1.315
C -5.318 -2.375 -0.635
C -4.677 -1.149 -0.585
C -3.285 1.606 -0.897
C -4.635 1.899 -1.142
C -5.166 3.139 -0.832
C -4.368 4.134 -0.283
C -3.015 3.879 -0.088
C -2.483 2.645 -0.393
H -1.913 -1.927 -2.374
H -3.034 -4.095 -2.443
H -5.250 -4.400 -1.350
H -6.265 -2.502 -0.123
H -5.115 -0.349 -0.004
H -5.266 1.157 -1.611
H -6.214 3.333 -1.032
H -4.788 5.100 -0.033
H -2.365 4.651 0.307
H -1.428 2.453 -0.241
S 2.361 3.449 -1.098
C 1.620 2.024 -0.225
N 2.628 1.452 0.546
C 3.736 2.252 0.837
C 4.777 2.013 1.720
C 5.791 2.960 1.815
C 5.780 4.102 1.032
C 4.756 4.325 0.115
C 3.732 3.408 0.020
H 0.789 2.440 0.377
H 4.794 1.108 2.313
H 6.605 2.789 2.508
H 6.578 4.827 1.125
H 4.766 5.200 -0.522
N 0.384 -6.464 1.366
C 0.824 -5.246 0.921
N 2.133 -5.096 0.730
N -0.107 -4.320 0.738
C 0.289 -3.123 0.492
N 0.588 -1.992 0.469
H 0.965 -7.258 1.161
H -0.607 -6.602 1.268
H 2.806 -5.697 1.181
H 2.504 -4.200 0.439
N -2.986 2.491 3.555
C -1.924 1.797 2.983
C -0.616 2.282 3.047
C 0.388 1.593 2.408
N 0.183 0.458 1.700
C -1.063 -0.069 1.756
C -2.118 0.552 2.376
H -2.825 3.482 3.650
H -3.875 2.306 3.113
H -0.382 3.201 3.566
H 1.414 1.940 2.458
H -1.208 -1.022 1.270
H -3.094 0.087 2.347
*
```

HOMO-LUMO gap (spin up / spin down)   3.8701 / 3.9406 eV
Largest force on an atom   6.1 eV Å⁻¹